Record 1
{"formula": "C7H15N2O", "method": "ωB97M-V/def2-TZVPD", "total_energy_ev": -12520.3309, "homo_energy_ev": [-10.6924, -10.7534], "mol_weight_g_mol": 143.21, "charge": 1, "e_lumo_ha": [-0.1271, -0.1259], "symbols": ["O", "N", "N", "C", "C", "C", "C", "C", "C", "C", "H", "H", "H", "H", "H", "H", "H", "H", "H", "H", "H", "H", "H", "H", "H"], "xyz": [[2.02498, 1.11487, 0.27605], [0.70871, -1.62314, -0.23153], [-0.24900, 1.90645, 0.28726], [0.85698, 1.31666, -0.47730], [-0.19662, -0.77170, 0.25982], [-2.68456, -0.97881, 0.21929], [-1.56998, 1.26689, -0.05181], [2.69498, -0.08239, -0.15112], [2.06631, -1.41572, 0.28679], [-1.45181, -0.26095, -0.35152], [-0.01374, 1.73530, 1.27311], [-2.25584, 1.43750, 0.78004], [2.79187, -0.05492, -1.24257], [-3.59035, -0.56472, -0.21078], [-2.64560, -2.03693, -0.01897], [2.01414, -1.46119, 1.37621], [0.64493, -1.86526, -1.21287], [-1.42143, -0.41874, -1.43259], [1.00252, 1.74546, -1.46060], [-0.06747, -0.56696, 1.31780], [2.70013, -2.22719, -0.06740], [-1.97036, 1.76539, -0.93516], [3.68808, -0.01363, 0.29377], [-0.34925, 2.92731, 0.17411], [-2.72762, -0.87360, 1.29999]]}

Record 2
{"formula": "C2H3N2O2", "method": "ωB97M-V/def2-TZVPD", "total_energy_ev": -9193.7569, "homo_energy_ev": -2.8839, "mol_weight_g_mol": 87.06, "charge": -1, "e_lumo_ha": 0.1669, "symbols": ["O", "O", "N", "N", "C", "C", "H", "H", "H"], "xyz": [[0.11513, -0.48231, -1.05949], [-0.53386, 1.15519, 0.17921], [0.40035, 0.42380, -0.19181], [-2.04968, -0.33447, 0.83387], [1.66210, 0.56293, 0.20843], [-1.94101, -1.05698, -0.06769], [-2.01540, -1.38661, -1.05765], [2.48696, -0.15375, 0.07718], [1.87540, 1.27220, 1.07796]]}

Record 3
{"formula": "C8H14N2O2S", "method": "ωB97M-V/def2-TZVPD", "total_energy_ev": -26428.0023, "homo_energy_ev": [-8.6240, -6.6419], "mol_weight_g_mol": 202.28, "charge": 0, "e_lumo_ha": [-0.0016, -0.0463], "symbols": ["S", "O", "O", "N", "N", "C", "C", "C", "C", "C", "C", "C", "C", "H", "H", "H", "H", "H", "H", "H", "H", "H", "H", "H", "H", "H", "H"], "xyz": [[-1.76511, 0.86143, -0.31427], [-1.67561, 1.45523, -1.59650], [-1.12599, 1.70411, 0.69416], [1.14508, 0.69968, 1.45396], [1.35161, 3.06978, -0.90461], [-0.37307, -1.32763, -1.40318], [1.19398, -1.47019, -1.13678], [1.36195, 2.01173, -0.50310], [1.38392, -0.33208, 2.28055], [-1.12847, -0.74217, -0.26517], [1.36311, 0.74396, 0.14090], [2.07229, -0.26159, -0.82186], [-3.49774, 0.67453, 0.16091], [3.05290, -0.70938, -0.36621], [0.60530, 1.47888, 1.79131], [2.25734, 0.36530, -1.76311], [0.58242, -0.35329, 3.04966], [-0.85628, -2.18395, -1.77951], [-3.39226, 0.62602, 1.22123], [1.23071, -1.28080, 1.75114], [1.51399, -2.00804, -2.03316], [-1.07121, -1.15373, 0.70742], [-0.40876, -0.56282, -2.24197], [2.46578, -0.12564, 2.77794], [-4.05535, 1.46987, -0.26554], [1.46495, -2.30866, -0.43555], [-3.69548, -0.34054, -0.19869]]}

Record 4
{"formula": "C20H28EuNO3P", "method": "ωB97M-V/def2-TZVPD", "total_energy_ev": -57434.0194, "homo_energy_ev": [-7.2027, -7.4459], "mol_weight_g_mol": 513.39, "multiplicity": 8, "charge": 0, "e_lumo_ha": [0.0034, -0.0525], "s2": 15.803, "symbols": ["Eu", "P", "O", "O", "O", "N", "C", "C", "C", "C", "C", "C", "C", "C", "C", "C", "C", "C", "C", "C", "C", "C", "C", "C", "C", "C", "H", "H", "H", "H", "H", "H", "H", "H", "H", "H", "H", "H", "H", "H", "H", "H", "H", "H", "H", "H", "H", "H", "H", "H", "H", "H", "H", "H"], "xyz": [[0.00000, 0.00000, 0.00000], [-2.11759, 0.28625, 1.04754], [2.11808, -0.29933, -0.87610], [2.11290, 1.26706, 1.71301], [4.20033, -0.38290, -1.65504], [-0.38317, 0.08308, -2.26396], [0.50088, -2.37386, -2.28050], [-1.84321, 0.00451, -2.51167], [0.29466, -1.03070, -3.01925], [-2.31294, -4.36115, -0.60725], [3.99419, 2.59973, 2.16439], [-0.81858, -1.97572, -0.16966], [3.37337, 0.13079, -0.77124], [5.92407, 2.51817, 0.73721], [-2.17899, 1.49671, 2.43476], [-0.57181, -2.79380, -1.29806], [5.28132, 3.02485, 1.85865], [5.27734, 1.59130, -0.08275], [-1.86335, -2.36728, 0.71188], [0.11716, 1.38276, -2.77862], [-3.79425, 0.46042, 0.28120], [3.95961, 1.14198, 0.19060], [-2.22336, -1.40261, 1.82778], [3.33124, 1.66501, 1.34892], [-2.59635, -3.54938, 0.50027], [-1.31328, -3.97347, -1.50966], [-0.29008, -1.18991, -3.94673], [-1.46555, -1.41635, 2.63469], [0.62862, -3.14570, -3.06049], [-1.10496, -4.59351, -2.39104], [1.45400, -2.31163, -1.73444], [5.82496, 1.23106, -0.94380], [1.66855, 1.60761, 2.50398], [-1.32875, 1.29887, 3.10722], [-3.39823, -3.83061, 1.19417], [-2.05820, 0.14430, -3.59093], [-2.06772, 2.51651, 2.02996], [-2.34403, 0.79595, -1.93710], [-2.21230, -0.97961, -2.18893], [-3.89071, 1.43887, -0.21819], [1.21653, 1.36164, -2.78785], [0.49514, 1.56814, 0.11055], [1.28356, -0.65515, -3.32600], [6.92900, 2.84321, 0.50044], [-3.92928, -0.34067, -0.46318], [-4.57810, 0.36965, 1.05384], [3.50855, 2.99357, 3.04934], [0.41112, -0.13178, 1.50448], [-0.23847, 1.52284, -3.80939], [-0.23741, 2.21899, -2.14103], [-2.88112, -5.28256, -0.77530], [-3.21345, -1.60042, 2.27622], [-3.12679, 1.42391, 2.99633], [5.78246, 3.74185, 2.49661]]}

Record 5
{"formula": "C2H4NO3P", "method": "ωB97M-V/def2-TZVPD", "total_energy_ev": -19053.4642, "homo_energy_ev": [0.7770, 1.2883], "mol_weight_g_mol": 121.03, "charge": -2, "e_lumo_ha": [0.2430, 0.1910], "symbols": ["P", "O", "O", "O", "N", "C", "C", "H", "H", "H", "H"], "xyz": [[-1.15606, 0.01752, -1.69635], [0.10749, -2.58901, -0.37920], [-0.70947, 1.18795, -2.55923], [-0.61955, -1.33943, -2.63114], [0.24118, -1.45100, 0.25426], [0.84538, 1.75848, 3.34858], [-0.00191, -0.29653, -0.21744], [0.16777, 0.59276, 0.35196], [-0.38567, -2.03362, -1.79028], [0.22738, 2.69702, 2.97727], [1.28346, 1.45585, 2.34157]]}